Density functional theory data (the ωB97M-V functional and the def2-TZVPD basis) for a structure of composition C45H44N11O5RuS3.

2S+1 ... 2
Net charge ... +2
Electronic energy ... -4008.84560 Eh
F_max ... 0.3 eV/A
ΔE to the lowest compared entry with this formula, charge and spin ... 0.0 kJ/mol
Orbital gap (alpha / beta) ... 0.23965 / 0.13447 Eh
E_HOMO (alpha / beta) ... -11.61 / -11.62 eV

CARTESIAN COORDINATES (ANGSTROEM)
Ru: -0.761 -0.191 -1.385
C: -5.795 4.647 10.216
O: -5.836 3.290 9.739
C: -5.360 2.995 8.551
C: -4.790 3.932 7.664
C: -4.326 3.506 6.451
C: -4.409 2.143 6.071
C: -4.986 1.216 6.977
C: -5.451 1.628 8.185
C: -3.910 1.766 4.807
N: -3.356 2.611 3.917
C: -3.006 1.870 2.873
C: -3.348 0.509 3.084
N: -3.915 0.475 4.307
C: -3.099 -0.519 2.128
C: -3.445 -1.868 2.266
C: -3.140 -2.734 1.244
C: -2.476 -2.249 0.120
N: -2.122 -0.973 -0.016
C: -2.439 -0.104 0.962
C: -2.038 1.281 0.744
N: -1.336 1.525 -0.380
C: -0.979 2.782 -0.632
C: -1.274 3.839 0.224
C: -1.949 3.593 1.397
C: -2.342 2.283 1.664
H: -6.241 4.616 11.203
H: -6.379 5.293 9.562
H: -4.763 4.990 10.283
H: -4.716 4.974 7.935
H: -3.884 4.207 5.757
H: -5.067 0.167 6.724
H: -5.895 0.941 8.892
H: -4.255 -0.343 4.785
H: -3.944 -2.228 3.156
H: -3.390 -3.783 1.303
H: -2.202 -2.909 -0.692
H: -0.415 2.941 -1.540
H: -0.951 4.836 -0.039
H: -2.172 4.380 2.105
C: 5.416 -3.494 -1.663
C: 4.333 -2.765 -2.446
C: 3.783 -1.610 -1.629
N: 2.707 -0.901 -2.326
C: 2.467 0.392 -2.389
S: 0.895 0.999 -2.698
N: 3.463 1.307 -2.235
C: 4.873 1.196 -2.393
O: 5.576 1.853 -1.669
C: 5.382 0.329 -3.483
C: 6.648 -0.230 -3.327
C: 7.178 -1.022 -4.331
C: 6.456 -1.233 -5.500
C: 5.204 -0.656 -5.665
C: 4.659 0.120 -4.654
H: 5.815 -4.335 -2.229
H: 5.025 -3.878 -0.718
H: 6.245 -2.822 -1.430
H: 3.516 -3.454 -2.688
H: 4.728 -2.392 -3.392
H: 4.573 -0.914 -1.359
H: 3.372 -1.983 -0.687
H: 1.886 -1.458 -2.532
H: 3.161 2.215 -1.911
H: 7.202 -0.036 -2.418
H: 8.157 -1.465 -4.211
H: 6.876 -1.842 -6.289
H: 4.655 -0.805 -6.585
H: 3.689 0.580 -4.790
N: 6.824 -0.798 1.403
C: 5.460 -0.782 1.547
C: 4.771 -1.920 1.986
C: 3.391 -1.922 2.061
C: 2.681 -0.785 1.697
C: 3.354 0.363 1.282
C: 4.728 0.369 1.210
S: 0.939 -0.813 1.593
O: 0.440 -1.960 2.311
O: 0.421 0.491 1.921
N: 0.661 -0.997 -0.007
C: 0.569 -2.219 -0.577
S: 0.930 -3.809 -0.015
C: 0.335 -4.444 -1.518
C: -0.123 -3.454 -2.311
N: 0.017 -2.187 -1.787
H: 7.342 -1.526 1.863
H: 7.301 0.086 1.339
H: 5.327 -2.805 2.271
H: 2.863 -2.800 2.409
H: 2.789 1.248 1.017
H: 5.248 1.257 0.873
H: 0.363 -5.501 -1.722
H: -0.549 -3.581 -3.295
N: -2.091 0.183 -2.884
C: -2.844 0.412 -3.730
N: -3.709 0.694 -4.673
C: -3.244 1.141 -5.998
C: -3.419 0.010 -6.997
O: -4.756 -0.452 -6.995
C: -5.124 -0.984 -5.739
C: -5.050 0.088 -4.664
H: -2.203 1.452 -5.924
H: -3.850 1.999 -6.291
H: -2.735 -0.815 -6.754
H: -3.204 0.357 -8.007
H: -4.464 -1.823 -5.477
H: -6.142 -1.356 -5.837
H: -5.250 -0.322 -3.675
H: -5.773 0.878 -4.872

Atom charges from the Mulliken analysis, given in e for atoms 1 to 99: 0.01 -0.85 -0.41 0.99 -0.45 -0.74 0.47 -0.47 -0.86 0.21 -0.81 1.07 0.34 -0.08 0.29 -0.55 -1.23 -0.47 0.40 0.43 0.08 0.47 -0.38 -1.13 -0.65 0.17 0.25 0.37 0.37 0.46 0.51 0.31 0.45 0.21 0.48 0.49 0.55 0.50 0.46 0.62 -1.41 -0.49 0.30 0.74 -0.10 -0.52 0.22 -0.27 -0.57 0.86 -0.60 -0.66 -0.42 -0.86 0.07 0.45 0.31 0.27 0.45 0.06 0.14 -0.09 0.12 0.32 0.51 0.44 0.41 0.43 0.46 -0.53 1.17 -0.91 -0.39 -0.70 -0.70 -0.65 1.68 -0.76 -0.78 0.26 0.80 -0.09 -0.37 -1.22 -0.50 0.21 0.22 0.39 0.53 0.56 0.26 0.55 0.49 -0.57 0.44 -0.03 -0.60 -0.49 -0.37